The following is a DFT calculation (ωB97M-V/def2-TZVPD) of a single C3H7ClNOPS molecule at a distorted geometry.

Element x y z (Å)
C (1.99, 0.09, 0.93)
C (0.55, -0.30, 0.52)
C (0.20, 0.25, -0.88)
N (-1.11, -0.18, -1.29)
P (-2.14, -0.01, 0.09)
S (-3.63, -1.21, 0.29)
Cl (-2.70, 1.87, -0.19)
O (-0.53, 0.11, 1.41)
H (2.72, -0.74, 0.72)
H (1.98, 0.34, 1.96)
H (2.25, 0.94, 0.30)
H (0.59, -1.38, 0.42)
H (0.09, 1.35, -0.98)
H (0.92, 0.13, -1.73)
H (-1.18, -1.25, -1.56)

Values from the calculation:
E_HOMO (eV): -9.74
ΔE to the lowest compared entry with this formula, charge and spin (kcal per mole): 27.08
Kohn-Sham gap (Eh): 0.3432
F_max (eV Å⁻¹): 4.29
Total energy (eV): -39408.6904
SMILES string: C[C@@H]1CN[P@](=S)(Cl)O1



The following is a DFT calculation (ωB97M-V/def2-TZVPD) of a molecular structure, C16H24Br2O2PdSe2.

Element x y z (Å)
Pd (-0.74, 0.83, 0.72)
Br (-0.63, 1.19, 3.28)
C (-1.05, -2.59, 2.89)
Br (-2.20, -2.57, 1.44)
H (-0.79, -1.63, 3.30)
H (-0.40, -3.45, 2.97)
O (-3.94, -0.58, -0.67)
C (-4.48, 0.43, -1.49)
C (-3.48, 1.38, -2.15)
C (-4.21, 2.00, -3.36)
O (-4.46, 1.10, -4.45)
C (-2.25, 0.64, -2.69)
Se (-0.65, 0.18, -1.59)
C (-3.10, 2.58, -1.27)
Se (-2.81, 2.26, 0.64)
H (-3.28, -0.16, -0.09)
H (-5.22, 1.03, -0.94)
H (-5.01, -0.10, -2.30)
H (-3.62, 2.85, -3.72)
H (-5.18, 2.37, -3.05)
H (-3.68, 0.53, -4.52)
H (-1.85, 1.23, -3.53)
H (-2.56, -0.33, -3.07)
H (-3.91, 3.32, -1.32)
H (-2.20, 3.04, -1.68)
C (2.50, 1.51, 1.55)
C (2.35, 0.19, 0.78)
C (2.78, 0.50, -0.68)
C (0.92, -0.30, 0.82)
C (3.26, -0.90, 1.34)
C (3.32, -2.14, 0.69)
C (4.12, -3.17, 1.17)
C (4.88, -2.99, 2.32)
C (4.82, -1.78, 2.98)
C (4.02, -0.75, 2.49)
H (1.86, 2.26, 1.09)
H (3.54, 1.87, 1.52)
H (2.17, 1.41, 2.59)
H (2.10, 1.23, -1.10)
H (2.73, -0.39, -1.31)
H (3.81, 0.88, -0.70)
H (0.79, -1.36, 1.03)
H (2.71, -2.30, -0.19)
H (4.13, -4.12, 0.64)
H (5.50, -3.80, 2.70)
H (5.39, -1.62, 3.89)
H (3.98, 0.19, 3.03)

Values from the calculation:
Spin multiplicity: 3
E_HOMO (alpha / beta) (eV): -0.52 / -0.96
⟨S²⟩: 2.013
ΔE to the lowest compared entry with this formula, charge and spin (kcal per mole): 2.39
Kohn-Sham gap (alpha / beta) (Eh): 0.1925 / 0.2084
Net charge: -2
F_max (eV Å⁻¹): 0.22
Total energy (eV): -295333.0776



The following is a DFT calculation (ωB97M-V/def2-TZVPD) of 5 unconnected molecules or ions with the total composition C24H25F19NO10S at a distorted geometry.

Element x y z (Å)
O (2.84, 4.60, 4.28)
S (2.57, 3.57, 3.19)
O (3.87, 3.42, 2.44)
C (2.02, 2.04, 4.05)
C (2.85, 0.73, 3.91)
C (2.28, -0.54, 4.64)
C (0.94, -0.39, 5.43)
N (0.25, 0.91, 5.52)
C (0.71, 2.11, 4.88)
C (1.21, 4.36, 2.13)
F (1.82, 5.57, 1.63)
F (0.12, 4.79, 2.93)
C (0.80, 3.51, 0.84)
F (0.11, 4.32, -0.11)
F (2.00, 3.08, 0.17)
C (-0.04, 2.17, 1.13)
F (-1.02, 2.29, 2.14)
F (0.77, 1.02, 1.37)
F (-0.75, 1.88, -0.08)
H (3.81, 0.73, 3.29)
H (2.84, -1.53, 4.57)
H (0.43, -1.26, 5.97)
H (-0.64, 0.97, 6.05)
H (0.12, 3.09, 4.99)
C (0.27, 2.19, -3.43)
C (0.53, 1.51, -4.75)
O (1.15, 0.22, -4.56)
C (0.34, -0.77, -4.14)
O (-0.84, -0.63, -3.93)
C (1.11, -2.08, -4.00)
F (2.25, -1.93, -3.30)
F (1.45, -2.59, -5.20)
F (0.40, -3.03, -3.36)
H (1.19, 2.27, -2.85)
H (-0.14, 3.19, -3.59)
H (-0.44, 1.62, -2.82)
H (1.23, 2.11, -5.34)
H (-0.38, 1.40, -5.35)
C (-1.70, -4.77, -6.91)
C (-0.27, -4.71, -7.40)
O (-0.03, -5.68, -8.43)
C (-0.54, -5.39, -9.65)
O (-1.15, -4.38, -9.90)
C (-0.20, -6.48, -10.66)
F (-0.48, -7.72, -10.19)
F (1.12, -6.48, -10.97)
F (-0.87, -6.34, -11.82)
H (-1.94, -5.78, -6.57)
H (-1.85, -4.08, -6.08)
H (-2.41, -4.52, -7.70)
H (0.41, -4.95, -6.58)
H (-0.01, -3.71, -7.76)
C (2.94, -6.41, 8.26)
C (1.57, -6.02, 7.76)
O (1.21, -4.69, 8.20)
C (1.81, -3.68, 7.56)
O (2.60, -3.81, 6.65)
C (1.32, -2.33, 8.10)
F (1.37, -2.27, 9.44)
F (0.04, -2.08, 7.75)
F (2.06, -1.29, 7.64)
H (3.00, -6.32, 9.34)
H (3.18, -7.44, 7.97)
H (3.72, -5.76, 7.85)
H (0.82, -6.70, 8.17)
H (1.49, -6.08, 6.67)
C (-2.43, 6.37, 0.69)
C (-3.45, 5.28, 0.42)
O (-4.57, 5.78, -0.32)
C (-4.35, 5.98, -1.64)
O (-3.30, 5.77, -2.19)
C (-5.62, 6.48, -2.33)
F (-6.19, 7.51, -1.66)
F (-6.56, 5.52, -2.42)
F (-5.39, 6.92, -3.58)
H (-2.91, 7.22, 1.19)
H (-1.62, 6.00, 1.31)
H (-2.01, 6.76, -0.24)
H (-3.85, 4.91, 1.37)
H (-3.00, 4.42, -0.09)

Values from the calculation:
E_HOMO (eV): -12.38
Kohn-Sham gap (Eh): 0.2399
Net charge: +1
F_max (eV Å⁻¹): 8.55
Total energy (eV): -109713.1914



The following is a DFT calculation (ωB97M-V/def2-TZVPD) of 2 unconnected molecules or ions with the total composition C3H7NO at a distorted geometry.

Element x y z (Å)
N (-1.56, -2.00, -0.97)
C (-0.90, -2.70, 0.08)
O (-0.05, -2.18, 0.75)
H (-1.33, -1.10, -1.12)
H (-2.33, -2.43, -1.48)
H (-1.29, -3.72, 0.31)
C (1.06, 3.03, 0.64)
C (1.71, 3.80, -0.27)
H (1.14, 1.98, 0.72)
H (0.16, 3.51, 1.07)
H (2.35, 3.58, -1.05)
H (1.39, 4.80, -0.40)

Values from the calculation:
E_HOMO (eV): -9.93
ΔE to the lowest compared entry with this formula, charge and spin (kcal per mole): 47.02
Kohn-Sham gap (Eh): 0.3990
F_max (eV Å⁻¹): 5.89
Total energy (eV): -6760.7115
SMILES string: NC=O.C=C



The following is a DFT calculation (ωB97M-V/def2-TZVPD) of 9 unconnected molecules or ions with the total composition C19H35Cl3O31S7 at a distorted geometry.

Element x y z (Å)
C (2.02, -2.82, -2.95)
C (1.98, -3.01, -1.45)
C (0.57, -3.33, -0.94)
O (0.76, -4.37, 0.00)
C (2.01, -4.85, -0.12)
O (2.47, -5.73, 0.52)
O (2.70, -4.18, -1.06)
H (1.51, -1.98, -3.42)
H (1.80, -3.75, -3.48)
H (3.06, -2.59, -3.21)
H (2.37, -2.16, -0.90)
H (-0.15, -3.64, -1.70)
H (0.06, -2.46, -0.52)
O (-0.60, -4.83, 5.79)
S (0.53, -4.22, 5.18)
O (1.79, -4.88, 5.30)
O (0.25, -3.87, 3.63)
C (0.75, -2.60, 3.26)
C (0.88, -1.80, 4.58)
O (0.71, -2.70, 5.66)
H (1.69, -2.72, 2.73)
H (0.03, -2.05, 2.64)
H (0.06, -1.07, 4.62)
H (1.81, -1.26, 4.70)
O (1.32, -0.13, 0.37)
S (-0.06, 0.19, 0.57)
O (-0.60, 0.06, 1.89)
O (-0.40, 1.63, -0.07)
C (-1.05, 1.56, -1.34)
C (-1.03, 0.10, -1.73)
O (-1.03, -0.61, -0.49)
H (-2.05, 1.99, -1.29)
H (-0.54, 2.22, -2.04)
H (-0.15, -0.13, -2.35)
H (-1.96, -0.25, -2.17)
O (2.20, 0.86, -2.60)
S (3.62, 0.61, -2.48)
O (4.05, -0.32, -1.50)
O (4.22, 0.31, -3.94)
C (4.66, 1.53, -4.58)
C (4.42, 2.66, -3.57)
O (4.47, 1.97, -2.29)
H (5.72, 1.46, -4.80)
H (4.05, 1.59, -5.48)
H (3.50, 3.21, -3.77)
H (5.26, 3.35, -3.45)
O (2.77, 3.39, 4.09)
S (2.86, 2.66, 2.89)
O (2.77, 1.22, 2.93)
O (1.82, 3.28, 1.81)
C (2.35, 3.32, 0.51)
C (3.85, 2.88, 0.61)
O (4.13, 3.08, 1.99)
H (1.85, 2.68, -0.21)
H (2.30, 4.35, 0.15)
H (4.51, 3.44, -0.04)
H (3.75, 1.81, 0.45)
O (-2.55, 4.25, -2.53)
S (-1.46, 5.15, -2.77)
O (-1.70, 6.54, -2.64)
O (-0.11, 4.75, -1.91)
C (1.03, 5.15, -2.65)
C (0.68, 4.62, -4.05)
O (-0.73, 4.83, -4.19)
H (1.19, 6.22, -2.58)
H (1.87, 4.57, -2.27)
H (0.81, 3.55, -4.17)
H (1.23, 5.12, -4.85)
O (-3.52, -0.47, 1.57)
S (-4.21, -1.12, 0.50)
O (-4.45, -0.34, -0.68)
O (-3.38, -2.49, 0.13)
C (-4.24, -3.62, 0.07)
C (-5.30, -3.31, 1.11)
O (-5.49, -1.90, 1.07)
H (-4.60, -3.79, -0.95)
H (-3.68, -4.51, 0.36)
H (-4.95, -3.62, 2.09)
H (-6.27, -3.78, 0.95)
O (-3.23, -2.36, 7.72)
S (-2.69, -1.28, 6.97)
O (-1.66, -0.46, 7.52)
O (-2.25, -1.94, 5.54)
C (-2.70, -1.13, 4.46)
C (-4.02, -0.60, 4.94)
O (-3.84, -0.32, 6.33)
H (-2.04, -0.30, 4.19)
H (-2.81, -1.81, 3.62)
H (-4.84, -1.31, 4.84)
H (-4.26, 0.31, 4.39)
Cl (-4.46, 2.39, -5.18)
C (-3.35, 1.18, -5.81)
Cl (-2.06, 0.81, -4.68)
Cl (-2.67, 1.65, -7.38)
H (-3.95, 0.30, -5.99)

Values from the calculation:
E_HOMO (eV): -10.20
Kohn-Sham gap (Eh): 0.3504
F_max (eV Å⁻¹): 2.70
Total energy (eV): -197149.8475
SMILES string: C[C@H]1COC(=O)O1.O=S1(=O)OCCO1.O=S1(=O)OCCO1.O=S1(=O)OCCO1.O=S1(=O)OCCO1.O=S1(=O)OCCO1.O=S1(=O)OCCO1.O=S1(=O)OCCO1.ClC(Cl)Cl



The following is a DFT calculation (ωB97M-V/def2-TZVPD) of a single C3H8O2S molecule at a distorted geometry.

Element x y z (Å)
C (1.27, -1.38, -1.27)
S (0.70, -0.21, -0.13)
C (0.48, -0.78, 1.57)
O (1.64, 0.92, -0.01)
O (-0.84, 0.56, -0.28)
C (-0.95, 1.26, -1.53)
H (1.59, -0.88, -2.21)
H (0.54, -2.19, -1.39)
H (0.62, 0.09, 2.26)
H (-0.46, -1.40, 1.75)
H (1.27, -1.43, 1.62)
H (-0.69, 0.67, -2.37)
H (-0.17, 1.93, -1.36)
H (-1.90, 1.76, -1.59)

Values from the calculation:
E_HOMO (eV): -8.63
ΔE to the lowest compared entry with this formula, charge and spin (kcal per mole): 97.48
Kohn-Sham gap (Eh): 0.3450
F_max (eV Å⁻¹): 3.03
Total energy (eV): -18167.0179
SMILES string: C=[S@@](C)(=O)OC



The following is a DFT calculation (ωB97M-V/def2-TZVPD) of a gas-phase ion, C5H6N (charge +1) at a distorted geometry.

Element x y z (Å)
C (-2.09, 0.13, -0.96)
C (-0.79, -0.17, -0.44)
C (0.21, -0.30, 0.27)
N (1.46, -0.66, 0.85)
C (2.27, 0.27, 1.60)
C (2.64, 0.11, 0.34)
H (-1.93, 0.50, -1.96)
H (-2.80, -0.78, -0.88)
H (-2.40, 1.02, -0.50)
H (1.47, -1.67, 0.84)
H (2.18, 0.72, 2.51)
H (2.88, 0.31, -0.66)

Values from the calculation:
E_HOMO (eV): -14.49
ΔE to the lowest compared entry with this formula, charge and spin (kcal per mole): 136.88
Kohn-Sham gap (Eh): 0.3569
Net charge: +1
F_max (eV Å⁻¹): 5.72
Total energy (eV): -6759.2420
SMILES string: CC#C[NH+]1C=C1



> Among the records above, which one has the highest F_max?

C24H25F19NO10S



> Look up the total energy of the fourth one.

-6760.7115 eV



> The lowest total energy belongs to which entry?

C16H24Br2O2PdSe2



> Which value of total energy does entry 4 give?

-6760.7115 eV